[1]
Formula: C34H57Cl2DyF5N11S
Source: OMol25
Level of theory: wB97M-V/def2-TZVPD

ORCA input file:
```
! wB97M-V def2-TZVPD RIJCOSX def2/J DEFGRID3
* xyz 2 6
Dy 0.000 -0.689 0.238
C -4.530 -4.047 -0.801
N -3.509 -3.311 -0.075
C -3.935 -3.027 1.273
C -2.530 -2.602 -0.714
N -2.208 -1.320 -0.419
C -3.311 -0.381 -0.163
C -2.867 1.062 -0.456
N -1.633 1.531 0.135
C -1.250 2.773 -0.583
C -0.176 3.722 0.026
N 1.104 3.313 -0.443
C 2.094 4.157 -0.308
N 2.125 5.202 0.629
C 2.357 6.551 0.165
C 2.187 4.982 2.092
N 3.211 4.007 -1.091
C 3.283 3.075 -2.208
C 4.462 4.682 -0.845
C -1.757 1.672 1.609
C -0.421 1.406 2.309
N -0.184 -0.042 2.502
C -0.244 -0.552 3.722
N 0.501 -1.620 4.121
C 1.874 -1.875 3.656
C 0.032 -2.472 5.187
N -1.085 -0.033 4.698
C -2.492 0.064 4.455
C -0.620 0.263 6.060
N -1.909 -3.287 -1.720
C -1.648 -4.737 -1.706
C -1.463 -2.590 -2.947
H -5.488 -3.537 -0.768
H -4.267 -4.150 -1.846
H -4.699 -5.023 -0.331
H -3.951 -3.981 1.869
H -3.229 -2.313 1.731
H -4.961 -2.590 1.281
H -4.121 -0.557 -0.887
H -3.728 -0.492 0.845
H -2.682 1.120 -1.506
H -3.752 1.695 -0.236
H -1.027 2.519 -1.612
H -2.179 3.393 -0.578
H -0.502 4.709 -0.405
H -0.286 3.822 1.105
H 2.407 6.597 -0.947
H 1.495 7.214 0.336
H 3.324 6.931 0.519
H 2.243 3.900 2.255
H 3.056 5.447 2.504
H 1.315 5.426 2.610
H 2.537 2.295 -1.966
H 3.073 3.563 -3.164
H 4.267 2.683 -2.187
H 4.666 5.274 -1.810
H 4.422 5.414 -0.042
H 5.238 3.907 -0.723
H -2.121 2.691 1.915
H -2.538 0.957 1.915
H 0.438 1.703 1.696
H -0.463 1.950 3.273
H 2.591 -1.933 4.485
H 1.853 -2.772 3.034
H 2.142 -1.065 2.915
H 0.379 -2.191 6.187
H -1.076 -2.369 5.211
H 0.238 -3.551 5.002
H -2.707 -0.442 3.486
H -3.042 -0.477 5.271
H -2.845 1.118 4.447
H 0.414 0.579 6.105
H -1.231 1.106 6.466
H -0.752 -0.612 6.669
H -2.032 -5.164 -0.766
H -2.100 -5.179 -2.619
H -0.561 -4.778 -1.741
H -1.385 -1.513 -2.745
H -0.532 -3.088 -3.268
H -2.240 -2.656 -3.725
F 5.456 -3.647 -2.506
C 4.686 -2.949 -1.618
C 5.162 -2.558 -0.384
F 6.244 -3.164 0.138
C 4.503 -1.593 0.371
F 4.995 -1.241 1.542
C 3.292 -1.024 -0.070
S 2.489 0.194 0.847
C 2.760 -1.616 -1.240
F 1.340 -1.623 -1.437
C 3.428 -2.521 -2.003
F 2.823 -2.980 -3.137
N 0.077 0.811 -3.217
C -0.531 0.678 -4.461
C -0.222 -0.491 -5.194
C -0.903 -0.821 -6.330
C -1.832 0.113 -6.817
C -2.190 1.223 -6.061
C -1.566 1.524 -4.875
H 0.953 0.287 -3.161
H 0.233 1.771 -2.946
H 0.663 -1.065 -4.920
H -0.656 -1.718 -6.906
H -2.290 0.016 -7.823
H -3.024 1.863 -6.353
H -1.852 2.382 -4.294
Cl 0.080 -3.107 1.055
C 1.144 -4.671 1.004
Cl 0.171 -6.108 1.404
H 1.931 -4.549 1.732
H 1.578 -4.871 0.005
*
```

Values from the calculation:
energy above the lowest of the compared OMol25 structures with the same formula, charge and spin	138.55	kJ/mol
calculated total energy	-126110.113	eV



[2]
Formula: C34H57CoN3O2SSi
Source: OMol25
Level of theory: wB97M-V/def2-TZVPD

ORCA input file:
```
! wB97M-V def2-TZVPD RIJCOSX def2/J DEFGRID3
* xyz 0 4
O 0.380 -2.132 -3.771
O -2.033 -2.292 -5.770
C 1.737 -2.549 -4.045
C 2.517 -3.020 -2.837
H 2.216 -1.673 -4.494
H 1.707 -3.348 -4.804
H 2.381 -2.379 -1.963
H 3.579 -3.014 -3.091
H 2.240 -4.045 -2.577
C -0.361 -3.193 -3.132
C -0.501 -4.443 -3.966
H -1.343 -2.755 -2.910
H 0.135 -3.431 -2.176
H -0.953 -4.219 -4.938
H -1.145 -5.156 -3.438
H 0.468 -4.926 -4.120
C -3.072 -1.792 -4.937
C -1.355 -1.253 -6.462
C -3.891 -2.953 -4.426
H -3.716 -1.094 -5.503
H -2.630 -1.233 -4.092
H -4.359 -3.482 -5.261
H -4.683 -2.573 -3.778
H -3.277 -3.658 -3.860
C -0.519 -1.864 -7.564
H -0.715 -0.706 -5.749
H -2.079 -0.538 -6.897
H 0.165 -2.618 -7.164
H 0.059 -1.079 -8.059
H -1.173 -2.330 -8.307
H 0.868 -0.371 0.884
N 1.569 1.555 0.910
C 1.441 2.798 1.378
C 0.268 3.548 1.186
C -1.024 3.045 0.994
C 2.594 3.416 2.123
H 3.526 3.437 1.540
H 2.801 2.891 3.069
H 2.323 4.449 2.366
C -2.211 3.957 1.149
H -2.631 3.890 2.165
H -3.007 3.715 0.430
H -1.902 4.995 0.985
N -1.268 1.740 0.741
C 2.752 0.791 1.171
C 3.870 0.851 0.302
C 4.014 1.910 -0.741
C 4.817 -0.172 0.365
H 5.637 -0.163 -0.358
C 4.728 -1.172 1.332
H 5.465 -1.973 1.353
C 3.707 -1.138 2.280
H 3.646 -1.889 3.073
C 2.738 -0.138 2.237
C 1.667 -0.121 3.284
C -2.484 1.137 1.168
C -3.406 0.644 0.217
C -3.122 0.797 -1.246
C -4.549 -0.020 0.650
H -5.238 -0.418 -0.100
C -4.822 -0.164 2.010
H -5.723 -0.680 2.339
C -3.937 0.353 2.952
H -4.141 0.255 4.022
C -2.757 0.992 2.561
C -1.858 1.461 3.628
Co 0.058 0.682 -0.018
H 3.420 1.693 -1.641
H 5.061 1.948 -1.067
H 3.741 2.907 -0.382
H 1.146 0.842 3.341
H 2.101 -0.331 4.272
H 0.919 -0.907 3.100
H -3.977 0.440 -1.834
H -2.238 0.210 -1.549
H -2.945 1.848 -1.518
H -1.522 0.488 4.424
H -2.368 2.163 4.303
H -0.920 1.891 3.276
H 0.360 4.617 1.359
C 1.164 -0.212 -1.365
Si 0.944 1.113 -2.703
H 2.172 -0.442 -0.983
H 0.650 -1.161 -1.592
C 2.346 0.926 -3.963
C 0.981 2.960 -2.259
C -0.690 0.935 -3.623
H -1.033 -0.105 -3.605
H -0.560 1.219 -4.676
H -1.480 1.572 -3.208
H 3.274 0.546 -3.516
H 2.553 1.908 -4.415
H 2.038 0.244 -4.768
H 1.736 3.228 -1.511
H 0.006 3.311 -1.893
H 1.213 3.525 -3.176
S -0.395 -1.108 0.940
C -1.119 -0.327 5.296
N -0.764 -1.085 6.095
*
```

Values from the calculation:
energy above the lowest of the compared OMol25 structures with the same formula, charge and spin	324.04	kJ/mol
calculated total energy	-101083.139	eV